1.
{"formula": "C4H6N2", "method": "the ωB97M-V functional and the def2-TZVPD basis", "largest_force_ha_per_bohr": 0.0218, "relative_energy_kcal_mol": 45.6, "multiplicity": 1, "smiles": "N#CCN1CC1", "species": ["N", "N", "C", "C", "C", "C", "H", "H", "H", "H", "H", "H"], "coordinates": [[2.707, 1.471, -0.129], [-0.135, -0.345, 0.673], [-0.966, 0.802, 0.347], [1.050, -0.567, -0.145], [-1.415, -0.571, 0.019], [1.977, 0.575, -0.111], [1.579, -1.445, 0.241], [0.817, -0.763, -1.204], [-2.171, -1.075, 0.615], [-1.403, -0.851, -1.036], [-0.664, 1.447, -0.478], [-1.374, 1.323, 1.209]], "lowdin_charge": [0.144, -0.122, -0.143, -0.197, -0.143, -0.206, 0.124, 0.122, 0.102, 0.104, 0.110, 0.106]}



2.
{"formula": "C39H30N12O2SSn", "method": "the ωB97M-V functional and the def2-TZVPD basis", "total_charge": 2, "largest_force_ha_per_bohr": 0.0366, "relative_energy_kcal_mol": 6.5, "multiplicity": 1, "species": ["Sn", "S", "O", "O", "N", "N", "N", "N", "N", "N", "N", "N", "N", "N", "N", "N", "C", "C", "C", "C", "C", "C", "C", "C", "C", "C", "C", "C", "C", "C", "C", "C", "C", "C", "C", "C", "C", "C", "C", "C", "C", "C", "C", "C", "C", "C", "C", "C", "C", "C", "C", "C", "C", "C", "C", "H", "H", "H", "H", "H", "H", "H", "H", "H", "H", "H", "H", "H", "H", "H", "H", "H", "H", "H", "H", "H", "H", "H", "H", "H", "H", "H", "H", "H", "H"], "coordinates": [[-0.094, -0.237, 0.612], [-1.916, -2.058, 0.832], [3.431, 3.210, -6.354], [0.476, -2.612, -0.914], [2.795, -4.312, 2.493], [1.839, -1.867, 1.663], [-1.032, -0.784, -2.275], [1.144, -1.609, -6.960], [-0.827, -1.885, 10.017], [-1.960, 1.356, -0.060], [1.225, -2.549, -6.119], [-2.618, 3.258, -1.008], [-2.700, 3.469, 3.207], [-0.089, -0.514, 3.082], [-0.336, 2.200, 2.454], [-3.536, -0.802, 2.808], [-1.184, 1.643, 3.296], [3.339, -3.695, 1.452], [-0.745, 0.346, 3.875], [-2.882, -1.304, 2.001], [-0.465, -1.090, 5.775], [2.961, 2.013, -6.422], [-0.303, -1.788, -4.325], [2.810, -2.483, 0.998], [1.355, -2.441, 2.769], [-1.826, 0.001, -2.979], [1.813, -0.485, -6.764], [-0.739, -2.637, 7.714], [1.818, -3.705, 3.118], [1.579, 0.534, -7.704], [-1.834, 4.048, 2.381], [3.226, 0.974, -5.487], [-0.623, -0.655, 9.557], [-0.511, -0.326, 8.198], [-0.871, -2.862, 9.097], [0.704, -2.712, -4.940], [4.275, 3.608, -5.230], [-0.575, -1.339, 7.254], [-0.947, 0.083, 5.213], [2.641, -0.242, -5.667], [2.141, 1.738, -7.522], [-2.368, 2.285, 3.668], [-3.328, 1.510, 0.158], [0.421, -1.644, 3.601], [0.400, -2.718, -2.118], [1.192, -3.849, -4.143], [-1.908, -0.051, -4.377], [-1.103, -0.912, -5.080], [-0.358, -1.722, -2.940], [1.058, -3.849, -2.805], [-2.565, 4.573, -1.674], [-1.595, 2.417, -0.756], [-0.650, 3.404, 1.999], [-3.731, 2.685, -0.404], [0.235, -1.975, 4.946], [-3.080, 1.799, 4.339], [-2.406, 0.698, -2.395], [-1.053, -3.853, 9.482], [0.922, 0.295, -8.509], [3.865, 1.154, -4.635], [-3.899, 0.804, 0.708], [0.697, -2.815, 5.418], [3.192, -1.991, 0.113], [-0.322, 0.693, 7.906], [-2.076, 5.045, 2.009], [4.173, -4.161, 0.957], [5.143, 2.971, -5.180], [1.458, -4.643, -2.181], [1.916, 2.534, -8.234], [-3.579, 4.803, -1.993], [-1.426, 0.811, 5.830], [-2.213, 5.349, -0.972], [2.877, -1.025, -4.962], [3.704, 3.580, -4.316], [-4.691, 3.141, -0.453], [-2.567, 0.653, -4.871], [-0.808, -3.475, 7.041], [4.572, 4.622, -5.432], [-0.585, 0.133, 10.303], [-1.123, -0.936, -6.168], [0.058, 3.873, 1.323], [1.723, -4.640, -4.674], [1.365, -4.218, 3.937], [-1.903, 4.532, -2.537], [-0.592, 2.627, -1.070]], "lowdin_charge": [1.110, 0.526, 0.023, -0.037, 0.115, 0.033, 0.116, 0.171, 0.076, -0.086, 0.144, -0.105, 0.115, 0.028, 0.092, 0.102, -0.236, -0.082, -0.212, -0.832, -0.094, -0.250, -0.066, -0.111, -0.197, -0.079, -0.273, -0.009, -0.057, 0.048, -0.102, 0.048, -0.119, -0.006, -0.101, -0.151, 0.025, -0.175, 0.062, 0.044, 0.043, -0.068, -0.098, -0.190, -0.304, 0.036, -0.001, 0.019, -0.147, 0.057, 0.013, -0.255, -0.124, -0.031, 0.078, 0.129, 0.096, 0.109, 0.137, 0.122, 0.086, 0.114, 0.111, 0.110, 0.113, 0.111, 0.104, 0.137, 0.151, 0.097, 0.124, 0.099, 0.133, 0.102, 0.124, 0.122, 0.110, 0.106, 0.113, 0.127, 0.112, 0.136, 0.117, 0.091, 0.129]}



3.
{"formula": "C28H65ClF2GaN6O6P4Si", "method": "the ωB97M-V functional and the def2-TZVPD basis", "total_charge": -1, "largest_force_ha_per_bohr": 0.1363, "multiplicity": 1, "energy_ha": -6125.185097, "species": ["Ga", "Cl", "P", "P", "P", "P", "Si", "F", "F", "O", "O", "O", "O", "O", "O", "N", "N", "N", "N", "N", "N", "C", "C", "C", "C", "C", "C", "C", "C", "C", "C", "C", "C", "C", "C", "C", "C", "C", "C", "C", "C", "C", "C", "C", "C", "C", "C", "C", "C", "H", "H", "H", "H", "H", "H", "H", "H", "H", "H", "H", "H", "H", "H", "H", "H", "H", "H", "H", "H", "H", "H", "H", "H", "H", "H", "H", "H", "H", "H", "H", "H", "H", "H", "H", "H", "H", "H", "H", "H", "H", "H", "H", "H", "H", "H", "H", "H", "H", "H", "H", "H", "H", "H", "H", "H", "H", "H", "H", "H", "H", "H", "H", "H", "H"], "coordinates": [[-2.937, 3.170, -0.180], [-6.268, 1.789, -0.572], [-2.578, -1.527, -5.040], [-3.614, 4.961, 1.203], [4.922, -1.468, 0.859], [-4.763, 2.803, -1.673], [-0.204, -0.484, 3.611], [-3.304, 0.359, 0.114], [-3.629, 1.555, 2.096], [-5.304, 4.404, -2.127], [-1.329, -0.946, -4.349], [-2.607, 6.333, 0.991], [-5.044, 5.411, 0.779], [3.635, -1.359, 1.697], [-3.758, 4.510, 2.876], [5.876, -2.136, 2.125], [-1.812, -2.986, -5.541], [4.267, -2.540, -0.287], [-3.525, -1.576, -3.632], [6.424, -1.505, -0.120], [-4.026, -2.140, -5.905], [-1.291, 1.023, 1.342], [-3.532, -2.568, -2.577], [3.304, -1.965, -1.223], [-3.992, -0.283, -3.129], [0.305, -2.300, 4.056], [-1.339, -0.440, 2.075], [0.049, 0.637, 6.343], [-0.303, 4.688, -0.824], [-2.779, 1.441, 0.936], [0.323, 4.361, 0.623], [-1.899, 1.717, 7.815], [5.898, -3.544, 2.478], [1.817, 3.817, 0.389], [1.451, 0.483, 3.296], [0.476, 5.698, 1.550], [6.981, -2.625, -0.846], [-0.973, 0.324, 5.183], [-4.672, -1.088, -6.693], [-2.464, 0.687, 5.363], [6.599, -0.272, -0.892], [-0.404, 1.322, 7.650], [-5.018, -3.075, -5.420], [-0.539, -2.750, -6.235], [4.096, -3.975, -0.193], [5.785, -1.365, 3.372], [-1.643, -4.154, -4.696], [-2.911, 1.386, 6.696], [-1.320, 3.582, -1.384], [-3.947, -0.212, -2.039], [-0.814, 2.589, -1.656], [8.033, -2.429, -1.080], [-0.287, -3.599, -6.881], [-1.027, -1.245, 1.312], [-0.196, 5.554, 2.474], [4.895, -4.476, 0.340], [1.934, 3.230, -0.601], [-5.035, -0.119, -3.436], [1.385, 1.566, 3.695], [-3.917, -0.474, -7.195], [6.413, -4.137, 1.721], [6.477, -3.719, 3.390], [-5.735, -2.607, -4.734], [6.666, -1.540, 4.001], [1.302, -2.520, 3.548], [0.286, -2.586, -5.531], [6.463, -2.810, -1.796], [-4.518, -2.590, -2.099], [6.981, -3.546, -0.267], [-5.588, -3.480, -6.264], [0.382, -2.323, 5.207], [-1.020, -4.912, -5.181], [4.887, -1.619, 3.947], [-4.516, 5.000, -2.154], [-2.395, -0.716, 2.421], [-5.312, -1.508, -7.476], [0.591, 4.709, -1.561], [1.547, 5.855, 1.908], [-2.592, -4.663, -4.525], [2.578, 4.685, 0.302], [-0.714, 5.751, -0.803], [-2.863, 4.573, 3.297], [4.113, -4.415, -1.197], [2.265, -0.024, 3.929], [5.964, -0.266, -1.786], [-5.276, -0.427, -6.059], [2.886, -1.025, -0.849], [2.203, 3.128, 1.227], [-3.374, -3.581, -2.929], [-3.213, 0.472, 4.538], [-3.396, 0.545, -3.522], [4.891, -3.945, 2.640], [7.640, -0.133, -1.197], [-2.782, -2.355, -1.809], [-2.886, 6.735, 0.139], [-2.253, 2.247, 8.759], [-0.612, -1.874, -6.887], [3.798, -1.752, -2.182], [-0.870, 1.734, 2.149], [-0.358, 3.653, 1.199], [0.102, 6.642, 1.028], [5.763, -0.291, 3.161], [1.788, 0.445, 2.208], [-1.746, 4.002, -2.377], [0.364, 1.538, 8.463], [-0.582, 0.956, 0.453], [1.147, 0.354, 6.208], [-4.003, 1.657, 6.853], [6.329, 0.597, -0.282], [-0.522, -2.975, 3.650], [-4.579, -3.939, -4.926], [2.457, -2.628, -1.419], [-1.178, -3.904, -3.735], [3.149, -4.244, 0.286]], "lowdin_charge": [0.275, 0.060, 0.766, 0.563, 0.785, 0.437, 0.550, -0.110, -0.074, -0.483, -0.279, -0.284, -0.435, -0.272, -0.258, -0.338, -0.340, -0.345, -0.335, -0.330, -0.331, -0.177, -0.122, -0.112, -0.146, -0.202, -0.258, -0.084, -0.272, -0.448, -0.371, -0.092, -0.145, -0.120, -0.218, -0.099, -0.128, -0.220, -0.161, -0.047, -0.158, -0.088, -0.130, -0.165, -0.129, -0.154, -0.149, -0.070, -0.279, 0.051, 0.059, 0.090, 0.075, 0.087, 0.069, 0.045, 0.076, 0.074, 0.045, 0.071, 0.054, 0.081, 0.086, 0.078, 0.026, 0.072, 0.084, 0.093, 0.061, 0.087, 0.039, 0.078, 0.073, 0.016, 0.080, 0.072, 0.100, 0.063, 0.054, 0.078, 0.084, 0.049, 0.088, 0.027, 0.071, 0.073, 0.072, 0.066, 0.043, 0.083, 0.054, 0.084, 0.075, 0.087, 0.057, 0.077, 0.068, 0.077, 0.096, 0.089, 0.066, 0.072, 0.021, 0.052, 0.077, 0.118, 0.082, 0.081, 0.074, 0.032, 0.060, 0.086, 0.083, 0.088]}



4.
{"formula": "C41H41F3IN5OPPmSSe", "method": "the ωB97M-V functional and the def2-TZVPD basis", "s2": 6.0074, "largest_force_ha_per_bohr": 0.0578, "relative_energy_kcal_mol": 62.7, "multiplicity": 5, "species": ["Pm", "I", "Se", "S", "P", "F", "F", "F", "O", "N", "N", "N", "N", "N", "C", "C", "C", "C", "C", "C", "C", "C", "C", "C", "C", "C", "C", "C", "C", "C", "C", "C", "C", "C", "C", "C", "C", "C", "C", "C", "C", "C", "C", "C", "C", "C", "C", "C", "C", "C", "C", "C", "C", "C", "C", "H", "H", "H", "H", "H", "H", "H", "H", "H", "H", "H", "H", "H", "H", "H", "H", "H", "H", "H", "H", "H", "H", "H", "H", "H", "H", "H", "H", "H", "H", "H", "H", "H", "H", "H", "H", "H", "H", "H", "H", "H"], "coordinates": [[-0.352, 0.708, 1.487], [-2.290, 3.978, 3.065], [-0.584, 4.040, 0.322], [-3.410, 0.916, 1.457], [2.395, 0.731, -0.072], [-1.771, -3.569, 7.384], [-3.791, -3.718, 6.661], [-2.284, -5.067, 5.928], [1.177, 0.017, 2.861], [-3.433, 0.747, -1.132], [-3.803, 2.894, -0.159], [-0.454, 2.402, -0.332], [-0.582, 4.775, -1.257], [-1.500, -0.974, 3.228], [-3.668, 1.003, -2.534], [3.091, 2.338, -2.171], [-0.394, 2.931, -4.410], [-1.637, -4.286, -0.959], [4.311, 1.746, -4.145], [2.294, -3.885, 0.093], [-1.612, -1.864, -0.733], [5.944, 1.561, 1.867], [5.063, 1.298, 0.830], [-2.066, -0.584, 4.364], [-1.742, -2.805, -2.983], [4.479, 0.463, -3.647], [-0.233, 1.633, -3.897], [-0.400, 2.831, 3.018], [-1.046, -0.998, -0.091], [-3.539, 1.581, -0.098], [3.632, 2.691, -3.392], [-2.176, -2.815, 5.185], [-1.615, -3.237, 3.989], [-0.417, 2.488, -1.677], [1.880, -1.829, -1.075], [-2.507, -3.796, 6.282], [3.228, 1.043, -1.678], [-2.183, -2.966, -1.521], [-1.294, -2.275, 3.043], [5.488, 1.632, 3.177], [1.852, -3.210, -1.035], [-0.536, 4.017, -3.585], [1.811, 1.044, 2.520], [3.944, 0.110, -2.421], [-0.264, 1.398, -2.545], [3.722, 1.106, 1.111], [3.261, 1.128, 2.448], [4.157, 1.420, 3.477], [-0.508, 3.821, -2.193], [-2.422, -1.461, 5.379], [2.400, -1.106, 0.000], [2.775, -3.173, 1.176], [2.839, -1.792, 1.128], [-3.714, -2.955, -1.429], [-4.149, 3.759, -1.266], [2.554, 3.069, -1.579], [3.247, -1.252, 1.969], [-0.103, 0.806, -4.579], [-0.372, 2.380, 4.029], [-4.567, 1.601, -2.665], [-3.484, 3.612, -2.115], [3.516, 3.699, -3.765], [2.258, -4.964, 0.124], [-4.033, -2.970, -0.390], [-2.874, -1.103, 6.291], [-2.006, -4.449, 0.052], [3.811, 1.463, 4.500], [-2.959, -0.136, -0.898], [-0.666, 5.011, -3.980], [-4.123, -2.062, -1.897], [-2.262, 0.478, 4.464], [-3.827, 0.047, -3.029], [-5.186, 3.611, -1.580], [-2.141, -1.885, -3.409], [1.489, -3.765, -1.889], [6.988, 1.725, 1.655], [-2.087, -3.643, -3.586], [1.527, -1.300, -1.951], [-0.656, -2.759, -3.037], [3.120, -3.682, 2.064], [-0.173, 0.408, -2.119], [-0.410, 3.072, -5.480], [-1.430, -4.284, 3.801], [-3.951, 3.289, 0.762], [-0.858, -2.557, 2.090], [-0.551, -4.252, -0.920], [5.028, -0.269, -4.222], [4.714, 2.006, -5.113], [4.086, -0.892, -2.042], [-2.820, 1.504, -3.007], [5.416, 1.242, -0.191], [-1.940, -5.122, -1.585], [-4.038, 4.787, -0.929], [-4.128, -3.828, -1.930], [0.341, 3.645, 3.068], [6.187, 1.837, 3.975]], "lowdin_charge": [1.241, 0.586, 1.080, 0.556, 1.098, 0.147, 0.150, 0.143, -0.220, -0.018, -0.056, -0.351, -0.220, -0.028, -0.054, -0.105, -0.079, -0.041, -0.083, -0.084, -0.187, -0.079, -0.060, -0.114, -0.041, -0.077, -0.075, -0.824, -0.184, -0.845, -0.078, -0.098, 0.032, -0.390, -0.131, -0.590, -0.361, -0.618, -0.100, -0.080, -0.098, -0.022, -0.351, -0.088, -0.051, -0.313, -0.246, -0.026, -0.402, 0.030, -0.360, -0.070, -0.076, -0.043, -0.071, 0.104, 0.100, 0.109, -0.068, 0.081, 0.070, 0.105, 0.103, 0.089, 0.129, 0.084, 0.116, 0.055, 0.113, 0.065, 0.109, 0.078, 0.088, 0.071, 0.101, 0.100, 0.085, 0.100, 0.073, 0.105, 0.082, 0.103, 0.122, 0.031, 0.099, 0.055, 0.104, 0.102, 0.106, 0.066, 0.105, 0.085, 0.092, 0.085, -0.080, 0.104]}



- multiplicity of number 1 (C4H6N2)?
  1



- Which value of multiplicity does entry 2 give?
  1



- What is the multiplicity in the third record?
  1